Formula: C3H2ClNO3S
Source: the OMol25 dataset
Level of theory: ωB97M-V with the def2-TZVPD basis set

Structure (XYZ):
```
11
Properties=species:S:1:pos:R:3:forces:R:3:mulliken_charge:R:1
C -0.73448 -1.47401 -0.57898 0.36 -0.90 -2.04 0.6535
C -1.78505 -1.20461 0.49189 -2.00 -0.08 -0.55 0.2256
C 0.20922 -0.51196 0.17068 0.64 1.52 0.64 -0.2116
N -0.95522 -0.29253 1.13934 1.49 -1.06 -1.77 -0.1185
O -0.74741 -2.00365 -1.66731 0.31 0.91 2.29 -0.4900
O -2.95032 -1.50496 0.51771 1.10 0.32 0.84 -0.5191
O 1.95006 -0.32482 2.28447 -0.25 0.47 -0.08 -0.4493
S 1.84481 -1.07435 1.05204 -0.20 -0.39 -1.48 0.5030
Cl 3.07618 -0.21643 -0.55044 -0.71 -0.37 0.95 -0.2160
H 0.56249 0.32867 -0.50827 -0.80 -0.61 1.17 0.3797
H -0.97769 0.09577 2.06656 0.05 0.21 0.03 0.2427
```
Forces are in eV/Å.

Its HOMO energy is -0.383 Eh. The relative energy (zero: lowest compared OMol25 entry of this formula, charge and spin) comes out at 0.000 eV. The LUMO energy comes out at -1.3 eV. For the HOMO-LUMO gap, the calculation gives 9.130 eV. The net charge is 0.